## i
An isolated molecule of CH6NPS, computed with the ωB97M-V functional and the def2-TZVPD basis.

Calculated values
HOMO energy = -8.68 eV
SMILES = CSPN
LUMO level = 1.0 eV

Last column: Mulliken charge in e.
Positions of all 10 atoms, in Å:
S1 0.655 1.076 -0.306  -0.201
H1 2.742 -0.226 -0.017  0.293
N1 -1.654 -0.387 -0.329  -0.444
C1 1.719 -0.366 0.298  -0.782
H2 -2.614 -0.705 -0.392  0.248
H3 1.642 -0.597 1.375  0.295
P1 -1.188 0.860 0.640  0.062
H4 -1.420 2.011 0.008  0.009
H5 -1.174 -0.391 -1.207  0.241
H6 1.291 -1.275 -0.071  0.280

***

## ii
A cluster of 3 separate species, CH6NPS in total, computed with the ωB97M-V functional and the def2-TZVPD basis.

Calculated values
HOMO energy = -8.34 eV
LUMO level = 0.2 eV

Last column: Mulliken charge in e.
Positions of all 10 atoms, in Å:
H1 -2.307 -0.683 -0.067  0.261
S1 -0.637 0.835 -0.189  -0.049
H2 -0.566 3.173 2.055  0.217
C1 1.618 -1.051 -0.990  -0.517
H3 -0.804 -1.419 0.491  0.256
P1 1.495 0.573 -0.583  0.071
H4 2.570 -1.493 -1.077  0.304
N1 -1.279 -0.801 -0.166  -0.570
H5 -0.844 2.674 1.434  -0.228
H6 0.753 -1.807 -0.909  0.254

***

Winner for stability: i

***

## i
A cluster of 2 separate species, C2H3IOS in total, computed with the ωB97M-V functional and the def2-TZVPD basis.

Calculated values
HOMO energy (alpha / beta) = -9.24 / -8.01 eV
LUMO level (alpha / beta) = -1.3 / -2.7 eV

Last column: Mulliken charge in e.
Positions of all 8 atoms, in Å:
H1 -1.298 -0.563 1.399  0.310
O1 -0.667 -1.196 0.998  -0.506
C1 -0.143 0.062 -0.987  -0.016
C2 0.315 -0.432 0.284  -0.054
S1 -1.206 0.066 -2.113  -0.129
I1 1.325 3.065 -0.638  -0.203
H2 0.952 -1.160 -0.003  0.218
H3 0.722 0.157 1.059  0.382

***

## ii
A cluster of 2 separate species, C2H3IOS in total, computed with the ωB97M-V functional and the def2-TZVPD basis.

Calculated values
HOMO energy = -8.65 eV
LUMO level = -0.5 eV

Last column: Mulliken charge in e.
Positions of all 8 atoms, in Å:
S1 -0.322 1.444 0.872  -0.126
H1 -2.391 0.341 0.614  0.269
H2 -1.208 -0.314 -0.536  0.300
C1 -1.604 0.594 -0.093  -0.761
C2 2.491 -2.025 0.498  0.122
O1 3.364 -2.319 -0.157  -0.149
I1 1.668 1.017 -0.343  0.057
H3 -1.998 1.261 -0.857  0.287

***

Winner for stability: ii

***

## i
An isolated molecule of C3H6ClNS, computed with the ωB97M-V functional and the def2-TZVPD basis.

Calculated values
HOMO energy = -9.01 eV
SMILES = C/C(CCl)=N\S
LUMO level = 0.8 eV

Last column: Mulliken charge in e.
Positions of all 12 atoms, in Å:
Cl1 2.561 0.006 -0.384  -0.206
N1 -1.040 -0.811 0.078  -0.513
H1 0.589 2.013 0.607  0.351
S1 -2.532 -0.059 -0.202  -0.151
H2 -0.563 1.761 -0.748  0.415
C1 -0.263 1.473 0.249  -1.416
H3 1.437 -0.393 1.682  0.238
H4 1.304 -1.781 0.490  0.342
C2 -0.020 -0.042 0.251  0.753
H5 -1.042 1.712 1.037  0.392
C3 1.247 -0.712 0.629  -0.357
H6 -3.260 -1.099 -0.631  0.153

***

## ii
An isolated molecule of C3H6ClNS, computed with the ωB97M-V functional and the def2-TZVPD basis.

Calculated values
HOMO energy (alpha / beta) = -8.18 / -8.19 eV
LUMO level (alpha / beta) = -0.4 / -0.4 eV

Last column: Mulliken charge in e.
Positions of all 12 atoms, in Å:
Cl1 -3.576 1.045 0.054  -0.057
N1 0.104 -1.432 -0.027  -0.522
C1 0.677 -0.198 -0.548  -0.348
C2 1.272 0.941 0.245  -1.005
H1 0.668 1.687 0.764  0.298
H2 0.535 -1.591 0.846  0.232
H3 1.699 -0.616 -0.862  0.214
H4 1.985 0.582 0.967  0.295
H5 1.952 1.596 -0.382  0.300
H6 0.041 0.027 -1.369  0.432
C3 -3.342 -0.560 0.155  0.074
S1 -2.017 -1.480 0.157  0.086

***

Winner for stability: i

***

## i
The ion C5H12N with charge +1, computed with the ωB97M-V functional and the def2-TZVPD basis.

Calculated values
HOMO energy (alpha / beta) = -10.46 / -16.93 eV
⟨S²⟩ = 2.008
LUMO level (alpha / beta) = -3.3 / -5.3 eV
2S+1 = 3
Total charge = +1

Last column: Löwdin spin population.
Positions of all 18 atoms, in Å:
H1 0.522 2.182 0.541  0.032
H2 0.640 -1.239 -1.049  0.013
H3 -0.722 -1.658 1.040  0.013
N1 0.903 -0.333 -0.651  0.071
H4 1.194 0.271 -1.433  0.005
C1 -1.165 -0.705 0.767  0.138
H5 -2.788 -0.015 -0.597  0.044
C2 -1.996 -0.722 -0.481  0.778
C3 -0.240 0.257 0.056  0.682
H6 -1.666 -0.271 1.625  0.011
H7 1.697 -1.042 1.172  0.002
H8 -1.771 -1.398 -1.280  0.049
H9 -0.386 2.137 -0.975  0.023
C4 2.051 -0.535 0.275  0.038
H10 -1.228 2.048 0.575  0.000
H11 2.832 -1.136 -0.188  0.006
H12 2.463 0.428 0.565  0.001
C5 -0.340 1.733 0.038  0.096

***

## ii
A cluster of 2 separate species, C5H12N in total, computed with the ωB97M-V functional and the def2-TZVPD basis.

Calculated values
HOMO energy (alpha / beta) = -9.49 / -15.08 eV
⟨S²⟩ = 2.010
LUMO level (alpha / beta) = -4.9 / -9.5 eV
2S+1 = 3
Total charge = +1

Last column: Löwdin spin population.
Positions of all 18 atoms, in Å:
C1 2.115 0.523 -0.073  0.330
H1 -2.772 -0.483 -0.998  0.003
H2 0.626 0.094 1.051  0.011
H3 -0.356 1.360 -1.023  0.023
C2 -1.177 -0.136 0.254  0.518
H4 -2.167 -2.064 -0.413  0.018
H5 3.275 -1.124 -0.908  0.012
H6 -2.995 -1.244 0.762  0.044
H7 1.313 0.518 -0.893  0.005
H8 0.154 -1.543 1.109  0.009
H9 1.920 1.381 0.546  0.006
H10 -1.282 2.014 0.524  0.021
C3 -2.320 -0.989 -0.182  0.087
N1 -0.105 -0.591 0.802  0.374
C4 3.173 -0.285 -0.144  0.441
C5 -1.203 1.256 -0.243  0.077
H11 3.924 -0.088 0.631  0.019
H12 -2.125 1.400 -0.802  0.000

***

Winner for stability: i

***

## i
A cluster of 2 separate species, C3H11NOS2 in total, computed with the ωB97M-V functional and the def2-TZVPD basis.

Calculated values
HOMO energy = -9.05 eV
SMILES = CSSCCN.O
LUMO level = 0.5 eV

Last column: Mulliken charge in e.
Positions of all 18 atoms, in Å:
H1 2.513 -0.412 1.789  0.222
N1 2.918 0.021 0.944  -0.612
H2 1.270 -0.645 -0.435  0.318
C1 1.762 0.187 0.002  -0.262
H3 -3.696 0.507 0.962  0.298
H4 3.633 -0.620 0.467  0.240
S1 -1.788 -0.663 0.040  -0.062
H5 -3.665 0.401 -0.822  0.285
H6 1.379 1.661 1.531  0.421
C2 0.728 0.947 0.955  -0.763
H7 -2.437 1.523 0.341  0.222
H8 2.114 0.860 -0.773  0.301
H9 -0.296 -2.728 -2.301  0.323
S2 -0.527 -0.328 1.644  -0.093
O1 -0.080 -1.783 -2.527  -0.634
C3 -3.060 0.612 0.102  -0.717
H10 0.089 1.734 0.436  0.240
H11 -0.856 -1.275 -2.355  0.275

***

## ii
A cluster of 2 separate species, C3H11NOS2 in total, computed with the ωB97M-V functional and the def2-TZVPD basis.

Calculated values
HOMO energy = -8.07 eV
SMILES = NCCCSS.O
LUMO level = 0.5 eV

Last column: Mulliken charge in e.
Positions of all 18 atoms, in Å:
S1 0.118 -1.780 -2.474  -0.208
H1 1.721 0.987 2.152  0.305
H2 0.646 1.047 -0.666  0.409
C1 0.289 0.121 -0.306  -0.849
H3 0.760 -1.467 3.422  0.233
H4 0.812 -2.801 -2.992  0.140
H5 2.086 -0.669 1.585  0.374
H6 -2.567 1.872 -4.624  0.319
H7 0.450 0.015 3.896  0.248
H8 -0.689 -0.032 -0.775  0.432
N1 1.152 -0.531 3.408  -0.672
H9 -0.739 0.674 1.478  0.312
O1 -3.157 1.926 -3.859  -0.635
C2 1.336 -0.030 2.038  -0.514
H10 -3.330 2.880 -3.842  0.316
H11 -0.360 -1.035 1.334  0.266
S2 1.420 -1.149 -0.979  -0.056
C3 0.051 -0.027 1.205  -0.421

***

Winner for stability: ii

***

## i
An isolated molecule of C10H13N, computed with the ωB97M-V functional and the def2-TZVPD basis.

Calculated values
HOMO energy = -7.59 eV
SMILES = Cc1ccc2c(c1)CCCN2
LUMO level = 1.0 eV

Last column: Mulliken charge in e.
Positions of all 24 atoms, in Å:
H1 0.588 2.780 -0.221  0.278
H2 -2.869 0.181 1.425  0.317
H3 4.108 -0.299 -0.852  0.344
C1 1.109 -1.002 0.086  -0.489
H4 3.716 -1.809 -0.031  0.335
H5 1.188 -2.105 0.173  0.240
H6 -1.069 -2.416 -0.634  0.458
C2 1.979 1.174 -0.065  -0.617
C3 3.639 -0.712 0.027  -1.396
H7 -3.489 -1.664 -0.010  0.290
C4 2.224 -0.197 0.032  0.340
N1 -1.752 1.331 -0.093  -0.392
H8 4.157 -0.389 0.938  0.311
C5 -0.196 -0.574 0.080  0.760
H9 2.806 1.844 -0.125  0.431
C6 -2.693 -0.948 -0.393  -0.594
H10 -1.828 2.205 0.370  0.281
H11 -3.756 0.912 0.040  0.359
H12 -1.424 -1.984 1.013  0.325
C7 0.695 1.679 -0.130  -0.721
C8 -1.337 -1.616 0.000  -0.867
H13 -2.757 -0.747 -1.455  0.332
C9 -2.833 0.385 0.354  -0.646
C10 -0.440 0.841 0.012  0.320

***

## ii
An isolated molecule of C10H13N, computed with the ωB97M-V functional and the def2-TZVPD basis.

Calculated values
HOMO energy = -8.61 eV
SMILES = Cc1ccc2c(c1)CNCC2
LUMO level = 1.0 eV

Last column: Mulliken charge in e.
Positions of all 24 atoms, in Å:
H1 2.457 -0.141 2.363  0.356
C1 -0.330 -0.835 0.566  0.323
C2 -1.696 -1.582 0.367  -0.850
C3 -2.711 -0.929 -0.562  -0.589
C4 3.020 1.883 0.782  -1.208
H2 -0.311 0.599 -2.423  0.440
C5 -1.052 0.411 -1.616  -1.175
H3 0.621 -1.936 2.164  0.209
C6 0.892 1.112 -0.340  -0.587
C7 -0.133 0.240 -0.465  0.946
C8 0.631 -0.938 1.516  -0.534
H4 -2.134 -1.794 1.282  0.444
H5 -2.997 0.015 -0.191  0.339
C9 1.710 -0.010 1.578  -0.565
N1 -2.079 -0.707 -1.862  -0.378
C10 1.817 0.984 0.670  0.820
H6 3.159 2.185 1.918  0.333
H7 -1.547 1.530 -1.704  0.226
H8 -3.675 -1.485 -0.831  0.277
H9 3.944 1.411 0.293  0.247
H10 -1.886 -2.780 -0.066  0.179
H11 2.610 2.716 0.099  0.319
H12 1.181 1.616 -1.386  0.099
H13 -1.492 -1.566 -2.152  0.332

***

Winner for stability: i